ORCA calculation (ωB97M-V/def2-TZVPD) on a molecular structure, C33H28BCl2N4O8S2W in a non-equilibrium geometry.

Calculated values
LUMO level (alpha / beta) ... 2.054 / 1.598 eV
Kohn-Sham gap (alpha / beta) ... 6.94 / 7.84 eV
<S²> ... 2.02
E_HOMO (alpha / beta) ... -4.89 / -6.24 eV
Spin multiplicity ... 3
Total charge ... -1
Energy above the lowest of the compared OMol25 structures with the same formula, charge and spin ... 12.7 kcal per mole
Maximum force ... 0.0304 hartree/bohr

Geometry (Å):
W1 -0.766482 1.091363 -0.279472
O1 -5.143678 5.339963 0.761452
C1 -4.238796 4.338075 0.672160
C2 -4.592443 3.047750 0.286155
C3 -3.587146 2.116291 0.161607
N1 -2.309788 2.428458 0.366880
C4 -1.981268 3.631718 0.845093
C5 -2.914299 4.624955 1.006564
C6 -0.519965 3.696319 1.228450
O2 -0.045153 4.696382 1.722747
O3 0.066210 2.562309 1.016236
C7 -3.739060 0.676019 -0.237866
O4 -4.814888 0.141518 -0.343413
O5 -2.563463 0.147480 -0.457422
H1 -6.008732 5.015483 0.488497
H2 -5.612657 2.749317 0.080542
H3 -2.613935 5.588437 1.391838
C8 1.237530 -4.431417 -0.799125
C9 2.293611 -4.043184 0.245129
C10 1.669094 -4.134070 1.644880
C11 3.449122 -5.041709 0.154511
C12 2.758549 -2.606502 0.003800
C13 4.116184 -2.257368 -0.066931
C14 4.532087 -0.964722 -0.332574
C15 3.566126 0.012132 -0.517244
S1 3.744409 1.682727 -0.975591
C16 2.025678 1.850291 -0.988520
N2 1.380283 0.781097 -0.617096
C17 2.213916 -0.304728 -0.392263
C18 1.806207 -1.609628 -0.144314
C19 1.261732 2.977046 -1.512958
C20 1.871296 4.169448 -1.883517
C21 1.097934 5.203918 -2.382464
C22 -0.272211 5.020966 -2.502319
C23 -0.870439 3.827333 -2.108056
C24 -0.135285 2.752725 -1.605883
H4 0.895136 -5.452021 -0.610803
H5 1.647202 -4.386467 -1.809904
H6 0.363611 -3.781967 -0.765416
H7 1.442103 -5.175256 1.888814
H8 0.738087 -3.568757 1.687000
H9 2.345972 -3.739476 2.406340
H10 3.053590 -6.055841 0.234603
H11 4.171899 -4.903795 0.961920
H12 3.974632 -4.960992 -0.799115
H13 4.873911 -3.016413 0.065718
H14 5.585637 -0.731111 -0.413977
H15 0.748383 -1.832121 -0.096165
H16 2.942125 4.294624 -1.766017
H17 1.554943 6.144206 -2.661581
H18 -0.889637 5.820833 -2.894767
H19 -1.948710 3.743214 -2.197665
Cl1 -3.886502 2.911523 -5.662491
C25 -2.730329 1.774317 -4.928329
Cl2 -3.094963 1.423927 -3.244048
H20 -1.747478 2.228463 -4.978675
H21 -2.769352 0.845624 -5.484411
B1 -0.462747 -1.973595 -4.034467
C26 -0.501761 -0.996450 -2.801958
N3 -0.552575 -0.239433 -1.931414
H22 -0.664307 -3.093027 -3.620400
H23 0.632710 -1.869832 -4.543806
H24 -1.346224 -1.606717 -4.784115
O6 1.686836 0.588992 2.262253
C27 0.684515 -0.081805 2.379900
N4 -0.427008 -0.049887 1.559408
S2 -1.533002 -1.207114 1.971759
O7 -1.560448 -2.251709 0.983672
O8 -2.769141 -0.606242 2.389448
C28 -0.650282 -1.799117 3.379348
C29 -0.996075 -2.790767 4.276187
C30 -0.096243 -3.057325 5.299295
C31 1.099483 -2.346101 5.408285
C32 1.424691 -1.354501 4.494701
C33 0.525264 -1.093495 3.474576
H25 -1.924814 -3.336484 4.178393
H26 -0.324543 -3.829909 6.022422
H27 1.779651 -2.574142 6.219141
H28 2.345482 -0.790048 4.556829

Atoms 1-6, force components in eV/Å:
W 1.1601 1.0352 -0.1839
O 0.0098 -0.0122 0.0381
C 0.0377 -0.0019 0.0047
C 0.0315 -0.0312 0.0723
C 0.1070 0.1094 -0.1342
N -0.2840 0.0989 0.1127

ORCA calculation (ωB97M-V/def2-TZVPD) on a molecular structure, C40H54BN3RhSSi.

Calculated values
LUMO level (alpha / beta) ... -2.086 / -5.663 eV
Kohn-Sham gap (alpha / beta) ... 8.30 / 4.70 eV
<S²> ... 6.03
E_HOMO (alpha / beta) ... -10.38 / -10.37 eV
Spin multiplicity ... 5
Total charge ... +1
Energy above the lowest of the compared OMol25 structures with the same formula, charge and spin ... 11.5 kcal per mole
Maximum force ... 0.0071 hartree/bohr

Geometry (Å):
Rh1 -0.196209 0.477673 -0.211224
C1 -0.203206 -2.251038 1.900928
C2 -0.793521 -2.837812 0.782123
C3 -0.269978 -2.620524 -0.479730
C4 0.860146 -1.808134 -0.637411
C5 1.458428 -1.227134 0.482158
C6 0.916490 -1.447642 1.753475
H1 -0.624426 -2.422954 2.882054
H2 -1.666382 -3.464858 0.907858
H3 -0.722167 -3.082698 -1.347504
H4 1.314081 -1.685870 -1.612937
H5 2.370972 -0.657610 0.371555
H6 1.403834 -1.008339 2.612117
C7 0.905230 0.488427 -5.608340
Si1 -0.487248 1.692626 -5.900444
C8 -1.665995 0.957348 -7.147669
C9 0.194728 3.328998 -6.486313
C10 -1.561305 2.143108 -4.375424
C11 -2.663647 2.958308 -4.670759
C12 -3.512146 3.390156 -3.675602
C13 -3.243362 3.013290 -2.355637
N1 -2.225224 2.252145 -2.022599
C14 -1.414242 1.823757 -3.011804
S1 -0.126234 0.784853 -2.514028
H7 1.366367 0.298587 -6.581875
H8 0.560061 -0.467469 -5.213953
H9 1.677403 0.878778 -4.945541
H10 -1.134750 0.775168 -8.084560
H11 -2.513889 1.605117 -7.374044
H12 -2.059502 0.000081 -6.799697
H13 0.733305 3.199364 -7.427425
H14 0.892499 3.746411 -5.757429
H15 -0.592425 4.066149 -6.654414
H16 -2.855295 3.255298 -5.695268
H17 -4.367241 4.014802 -3.895543
H18 -3.878132 3.356484 -1.547135
C15 2.143734 3.020342 4.001898
C16 1.973235 2.408166 2.608615
C17 3.214478 1.601431 2.228989
C18 1.658614 3.496282 1.601267
C19 2.694197 4.318086 1.165923
C20 2.456984 5.378818 0.315278
C21 1.172829 5.624107 -0.132864
C22 0.103979 4.824377 0.256877
C23 -1.279320 5.145089 -0.278352
C24 -1.881225 6.364141 0.428025
C25 -1.244256 5.412434 -1.785453
C26 0.357510 3.763812 1.145159
N2 -0.733391 2.969367 1.645034
B1 -1.046881 1.581586 1.484401
N3 -2.155389 1.327234 2.359244
C27 -2.508097 2.543011 2.944542
C28 -1.665441 3.509411 2.535108
C29 -2.777545 0.098925 2.773830
C30 -3.699613 -0.528649 1.920694
C31 -4.253104 -1.745384 2.311161
C32 -3.934282 -2.325743 3.522072
C33 -3.069493 -1.667989 4.374810
C34 -2.479087 -0.450607 4.037954
C35 -1.605819 0.150629 5.138271
C36 -2.415704 1.047789 6.082183
C37 -0.301941 0.825313 4.729110
C38 -4.160225 -0.005882 0.568797
C39 -4.438847 1.490699 0.448854
C40 -3.235771 -0.516541 -0.532503
H19 2.340435 2.245384 4.744909
H20 1.251000 3.568742 4.306110
H21 2.983934 3.717720 4.008865
H22 1.125783 1.724424 2.643600
H23 4.122025 2.202278 2.292997
H24 3.150299 1.224780 1.207556
H25 3.345704 0.758051 2.910513
H26 3.701631 4.137618 1.517002
H27 3.272263 6.018557 0.003197
H28 1.001615 6.460163 -0.797583
H29 -1.918160 4.276148 -0.098304
H30 -1.265812 7.247947 0.247277
H31 -1.952092 6.226369 1.505254
H32 -2.883946 6.570718 0.049971
H33 -0.656195 6.299590 -2.021081
H34 -2.252006 5.598705 -2.159240
H35 -0.817230 4.571975 -2.335281
H36 -3.352410 2.615569 3.607815
H37 -1.637707 4.548097 2.814046
H38 -4.963995 -2.229511 1.651278
H39 -4.375615 -3.270304 3.812342
H40 -2.840782 -2.103557 5.340605
H41 -1.313678 -0.715655 5.739193
H42 -2.651116 2.007032 5.624898
H43 -1.835677 1.250927 6.984121
H44 -3.348559 0.568107 6.379792
H45 -0.451705 1.823919 4.323600
H46 0.231986 0.230883 3.990301
H47 0.338237 0.921807 5.607875
H48 -5.126459 -0.494129 0.408069
H49 -3.539034 2.102845 0.444626
H50 -5.087510 1.828894 1.258302
H51 -4.968514 1.659143 -0.491651
H52 -2.213381 -0.155528 -0.331359
H53 -3.525320 -0.146233 -1.515659
H54 -3.192844 -1.605974 -0.546961

Atoms 1-6, force components in eV/Å:
Rh 0.0493 0.0809 0.3531
C -0.0138 0.0213 0.0025
C -0.0108 0.0008 0.0194
C 0.0203 0.0016 -0.0083
C -0.0524 -0.0774 -0.1275
C 0.0277 0.0947 -0.0257

ORCA calculation (ωB97M-V/def2-TZVPD) on 2 unconnected molecules or ions with the total composition C2H5FS in a non-equilibrium geometry.

Calculated values
LUMO level (alpha / beta) ... -0.085 / -0.085 eV
Kohn-Sham gap (alpha / beta) ... 8.58 / 8.58 eV
E_HOMO (alpha / beta) ... -8.67 / -8.66 eV
Spin multiplicity ... 1
Total charge ... 0
Energy above the lowest of the compared OMol25 structures with the same formula, charge and spin ... 79.5 kcal per mole
Maximum force ... 0.0669 hartree/bohr

Geometry (Å):
C1 -0.988657 -0.437315 -0.558833
C2 0.100519 0.236725 0.295255
F1 -0.007332 1.547722 0.432252
S1 1.615359 -0.347917 -0.352468
H1 -0.612424 -1.414339 -0.663719
H2 -0.925693 0.202775 -1.487285
H3 -1.921037 -0.362951 -0.098194
H4 0.231794 0.052531 2.251255
H5 2.507468 0.522769 0.181736

Atoms 1-6, force components in eV/Å:
C 2.1137 2.7011 0.2340
C 0.2289 -0.8662 3.1528
F -0.2736 1.1065 -0.6365
S 1.1107 0.1037 -0.2536
H -0.2121 -1.3845 -0.6381
H -0.3584 -1.0677 0.6226

ORCA calculation (ωB97M-V/def2-TZVPD) on a molecular structure, C2F6NO2PtS2 in a non-equilibrium geometry.

Calculated values
LUMO level (alpha / beta) ... -2.407 / -4.233 eV
Kohn-Sham gap (alpha / beta) ... 7.32 / 5.03 eV
<S²> ... 3.78
E_HOMO (alpha / beta) ... -9.73 / -9.27 eV
Spin multiplicity ... 4
Total charge ... 0
Maximum force ... 0.1909 hartree/bohr

Geometry (Å):
S1 2.682696 -1.640713 0.024765
C1 1.833545 -0.134473 -0.429811
F1 1.062106 -0.149217 -1.542261
F2 3.216237 0.201468 -2.067373
F3 2.432725 1.027646 -0.087357
Pt1 0.273526 0.123395 2.567718
N1 0.588893 -0.051756 0.770338
S2 -0.885268 -0.583209 0.597951
O1 -1.128551 -1.820711 -0.129491
O2 -1.407535 -0.517301 2.022452
C2 -1.971504 0.669324 -0.276337
F4 -1.558136 0.825994 -1.519442
F5 -1.923046 1.827217 0.354262
F6 -3.215688 0.222338 -0.285414

Atoms 1-6, force components in eV/Å:
S -0.4203 1.6279 -1.0905
C 0.4704 -0.5272 0.3236
F 0.1715 0.6256 1.5945
F 0.9645 -0.8780 -0.0559
F -1.3324 -0.7988 -0.4184
Pt 5.8781 3.1153 7.2156

ORCA calculation (ωB97M-V/def2-TZVPD) on 2 unconnected molecules or ions with the total composition H3NS2 in a non-equilibrium geometry.

Calculated values
LUMO level (alpha / beta) ... -2.697 / -2.699 eV
Kohn-Sham gap (alpha / beta) ... 6.10 / 6.10 eV
E_HOMO (alpha / beta) ... -8.80 / -8.80 eV
Spin multiplicity ... 1
Total charge ... 0
Energy above the lowest of the compared OMol25 structures with the same formula, charge and spin ... 60.1 kcal per mole
Maximum force ... 0.0530 hartree/bohr

Geometry (Å):
N1 1.194120 0.024489 -0.448370
S1 -2.517620 0.180593 -0.060967
S2 0.405822 1.457941 -0.031043
H1 0.889259 -0.347038 -1.321719
H2 1.323740 -0.631765 0.333033
H3 -3.277783 0.920579 0.877298

Atomic forces in eV per Å
N -0.9493 1.8106 1.7862
S 0.8262 1.5617 1.0618
S -0.9432 -2.5068 -0.5103
H 0.1100 -0.4490 -0.5069
H -0.0954 0.3395 -0.7937
H 1.0517 -0.7560 -1.0370

ORCA calculation (ωB97M-V/def2-TZVPD) on a gas-phase ion, C4H9N4O (charge +1) in a non-equilibrium geometry.

Calculated values
LUMO level ... -4.975 eV
Kohn-Sham gap ... 9.82 eV
E_HOMO ... -14.79 eV
Spin multiplicity ... 1
Total charge ... +1
Energy above the lowest of the compared OMol25 structures with the same formula, charge and spin ... 181.3 kcal per mole
Maximum force ... 0.1038 hartree/bohr

Geometry (Å):
C1 -2.408221 0.376004 0.147513
C2 -1.046300 -0.374490 0.273053
C3 -0.595344 -0.281730 1.733241
C4 -0.133849 0.434551 -0.516453
N1 0.241418 1.495701 -0.864297
O1 1.379575 2.003603 -1.381635
N2 2.378983 1.107192 -1.374105
N3 2.117412 -0.045714 -1.173796
N4 2.746760 -1.190848 -1.223270
H1 -2.465476 1.271735 0.856376
H2 -3.145551 -0.320123 0.188281
H3 -2.607958 0.727667 -0.791189
H4 -1.042467 -1.444070 -0.046285
H5 0.154756 0.514222 1.776689
H6 -0.174209 -1.120273 2.175561
H7 -1.517678 0.085788 2.269386
H8 2.360753 -1.968206 -0.731458
H9 3.757398 -1.271009 -1.317612

Atoms 1-6, force components in eV/Å:
C 2.0955 1.6625 1.5669
C -0.0419 -0.6149 -0.0560
C -1.2571 2.7027 0.1210
C 0.7957 0.2403 -0.2901
N -0.7430 0.2427 -0.2840
O -1.9719 0.5638 0.7249

ORCA calculation (ωB97M-V/def2-TZVPD) on 2 unconnected molecules or ions with the total composition C7H7ClF2N2O2 in a non-equilibrium geometry.

Calculated values
LUMO level (alpha / beta) ... -0.657 / -1.904 eV
Kohn-Sham gap (alpha / beta) ... 7.57 / 7.31 eV
E_HOMO (alpha / beta) ... -8.23 / -9.21 eV
Spin multiplicity ... 1
Total charge ... 0
Energy above the lowest of the compared OMol25 structures with the same formula, charge and spin ... 79.1 kcal per mole
Maximum force ... 0.0718 hartree/bohr

Geometry (Å):
C1 -2.086588 0.654060 0.471154
C2 -1.111615 1.530800 0.148655
C3 -0.967704 -1.149966 -0.717612
C4 -2.106513 -0.650795 -0.088338
C5 0.174095 1.242723 -0.558260
C6 0.154197 -0.254329 -0.896582
C7 1.201602 -1.207042 1.244916
N1 1.205476 1.726655 0.369025
N2 1.260823 -0.806021 -1.566131
O1 1.380154 -2.030715 -1.790507
O2 2.067579 0.033501 -2.064587
F1 0.772111 -2.407683 1.271771
F2 0.419193 -0.467336 2.150857
Cl1 -3.416742 -1.629687 0.194419
H1 -2.901385 1.051789 0.982034
H2 -1.139699 2.531954 0.673076
H3 -0.811437 -2.170388 -1.088759
H4 0.287567 1.815771 -1.493337
H5 2.176882 -1.036947 1.559331
H6 2.111487 2.034133 -0.034421
H7 1.330513 1.189533 1.233287

Atoms 1-6, force components in eV/Å:
C 1.3481 0.9917 -1.7119
C -0.4790 1.2441 1.4172
C 0.8119 1.5159 -0.3465
C 2.3020 -0.4246 -0.4405
C 0.2261 -0.7373 0.5949
C -1.2409 -1.2603 1.4527

ORCA calculation (ωB97M-V/def2-TZVPD) on 2 unconnected molecules or ions with the total composition C3H6N2P in a non-equilibrium geometry.

Calculated values
LUMO level ... -6.662 eV
Kohn-Sham gap ... 8.50 eV
E_HOMO ... -15.17 eV
Spin multiplicity ... 1
Total charge ... +1
Energy above the lowest of the compared OMol25 structures with the same formula, charge and spin ... 66.5 kcal per mole
Maximum force ... 0.1600 hartree/bohr

Geometry (Å):
C1 -0.245727 1.507677 -1.335208
C2 0.689063 2.334660 -2.016311
C3 -0.675833 -2.131925 1.128481
N1 0.398110 0.912533 -0.424091
N2 0.763697 0.307745 0.447447
P1 1.970728 2.925655 -2.780098
H1 -1.297687 1.850530 -1.311452
H2 0.217965 -2.610835 1.420603
H3 -1.322149 -2.987498 1.228994
H4 -1.012332 -1.456344 1.928882
H5 -0.683587 -1.730834 0.196199
H6 2.350926 4.198399 -2.317676

Atoms 1-6, force components in eV/Å:
C 0.3281 6.0824 -5.5335
C -1.5845 -0.7904 1.3676
C -1.1333 -1.2173 3.5439
N 1.4330 -4.6113 6.5363
N -0.1377 1.4146 -1.9421
P 0.2051 -0.9023 -1.4453